Entry 1:
The following is a DFT calculation (ωB97M-V/def2-TZVPD) of a 2-piece molecular cluster, CH2IOP overall in a non-equilibrium geometry.

Calculated values
HOMO-LUMO gap (alpha / beta), eV: 8.11 / 6.25
Energy relative to the best compared isomer or geometry (same formula, charge and spin), eV: 3.311
HOMO level (alpha / beta), eV: -9.08 / -7.75

Each line ends with the natural charge from an NBO analysis.
Element x y z (Å)
I  2.223  0.823  -0.100  0.114
P  5.391  -0.313  0.400  0.957
O  4.747  -1.417  -0.327  -0.935
C  0.178  0.581  0.433  -0.488
H  0.169  1.009  1.472  0.176
H  0.085  -0.519  0.539  0.175

---

Entry 2:
The following is a DFT calculation (ωB97M-V/def2-TZVPD) of a single C20H13N5O3S molecule in a non-equilibrium geometry.

Calculated values
HOMO-LUMO gap, eV: 8.23
Energy relative to the best compared isomer or geometry (same formula, charge and spin), eV: 0.117
Structure (SMILES): Cc1cccc2cc(C#N)c(SCc3nnc(-c4ccccc4[N+](=O)[O-])o3)nc12
HOMO level, eV: -8.76

Each line ends with the natural charge from an NBO analysis.
Element x y z (Å)
S  -2.623  2.254  1.135  0.335
O  4.300  1.239  -2.547  -0.359
O  3.677  2.409  -0.850  -0.352
O  1.067  0.856  1.531  -0.411
N  3.973  1.371  -1.393  0.530
N  1.188  1.190  -0.631  -0.256
N  0.044  1.731  -0.194  -0.289
N  -2.037  -0.282  0.758  -0.503
N  -5.336  2.490  -1.280  -0.273
C  -1.068  1.953  2.025  -0.586
C  5.145  -0.620  -0.646  -0.191
C  3.217  -1.122  1.288  -0.188
C  -3.877  -0.661  -1.301  -0.056
C  -3.036  -1.722  -0.912  -0.127
C  -1.313  -2.549  0.628  -0.021
C  -0.013  1.531  1.082  0.479
C  -2.808  0.690  0.368  0.136
C  4.351  -1.911  1.212  -0.194
C  3.032  -0.067  0.397  -0.023
C  1.792  0.684  0.399  0.413
C  5.306  -1.676  0.235  -0.184
C  4.026  0.191  -0.551  0.059
C  -2.251  -3.985  -1.087  -0.210
C  -3.073  -2.986  -1.529  -0.169
C  -3.789  0.551  -0.658  -0.237
C  -4.632  1.630  -0.999  0.263
C  -0.426  -2.340  1.814  -0.639
C  -1.384  -3.764  -0.008  -0.180
C  -2.133  -1.491  0.164  0.248
H  2.461  -1.320  2.031  0.229
H  -1.222  1.188  2.786  0.258
H  0.402  -3.044  1.806  0.213
H  -0.999  -2.491  2.730  0.227
H  6.180  -2.304  0.167  0.224
H  -0.050  -1.322  1.828  0.230
H  -0.758  -4.576  0.334  0.212
H  4.484  -2.720  1.913  0.223
H  -4.588  -0.804  -2.102  0.231
H  5.886  -0.403  -1.401  0.245
H  -2.270  -4.956  -1.558  0.219
H  -3.759  -3.147  -2.348  0.215
H  -0.809  2.903  2.497  0.260

---

Entry 3:
The following is a DFT calculation (ωB97M-V/def2-TZVPD) of a 12-piece molecular cluster, C42H58BBrF2NO39 overall in a non-equilibrium geometry.

Calculated values
HOMO-LUMO gap, eV: 6.52
Total charge: -1
HOMO level, eV: -5.32

Each line ends with the Löwdin charge.
Element x y z (Å)
Br  2.528  -6.578  -2.775  0.544
F  -1.664  -3.205  -1.672  0.039
F  1.433  -0.413  -3.477  0.053
O  6.498  0.623  -3.714  0.070
O  -6.836  1.272  1.706  0.107
O  5.694  -0.949  -5.104  0.074
O  12.752  1.747  -5.614  0.060
O  -2.959  13.567  2.892  0.148
O  -3.677  11.479  2.383  0.064
O  0.432  -0.494  4.474  0.054
O  4.296  0.105  -3.664  0.156
O  5.011  -4.950  4.709  0.065
O  -3.505  12.106  4.535  0.058
O  4.420  -5.555  2.608  0.144
O  -6.266  -1.678  -4.625  0.074
O  4.518  -0.384  -0.835  0.003
O  9.601  5.118  -2.530  0.063
O  -8.992  -0.960  0.496  0.079
O  2.271  -1.251  -0.021  -0.011
O  7.556  4.325  -3.006  0.084
O  -6.177  -2.475  -2.526  0.049
O  -8.940  -2.389  -1.262  0.119
O  12.274  -0.463  -5.451  0.150
O  -0.161  -1.437  6.430  0.062
O  -5.828  1.687  -0.289  0.052
O  -4.780  7.104  2.967  0.142
O  -5.113  -0.019  0.986  0.066
O  -6.199  6.166  1.469  0.068
O  -4.744  -6.566  2.178  0.147
O  1.065  -4.301  2.549  -0.141
O  1.822  -1.988  5.475  0.151
O  2.948  -5.750  4.318  0.055
O  3.431  -2.443  -1.605  -0.014
O  -4.848  -0.743  -3.125  0.145
O  -10.322  -0.593  -1.275  0.075
O  -4.031  -5.114  0.592  0.073
O  0.569  0.646  -1.629  0.147
O  -5.941  -4.701  1.703  0.063
O  -6.106  5.365  3.568  0.068
O  10.775  1.094  -4.768  0.045
O  9.086  4.537  -4.661  0.117
O  -1.766  -1.025  -1.030  0.074
N  0.425  -1.778  -1.701  0.113
C  11.963  0.684  -5.292  -0.545
C  -4.463  -0.144  -0.278  -0.130
C  -3.344  12.485  3.237  -0.549
C  -6.001  1.003  0.876  -0.540
C  -5.617  6.289  2.694  -0.535
C  -1.004  -1.940  -1.452  -0.277
C  -7.222  4.750  2.941  -0.133
C  -1.096  -0.401  6.173  -0.140
C  -4.663  -4.024  -0.065  -0.132
C  0.764  -0.436  -2.205  -0.285
C  7.027  -0.680  -5.515  -0.133
C  8.776  4.650  -3.504  -0.537
C  2.317  -3.256  -1.207  -0.250
C  -7.023  -2.882  -4.612  -0.123
C  -0.925  -0.144  4.707  -0.130
C  5.392  -0.058  -4.118  -0.517
C  11.951  2.916  -5.492  -0.122
C  0.497  -2.594  0.819  -0.050
C  -9.559  0.332  0.669  -0.134
C  8.805  5.311  -1.367  -0.128
C  -3.859  10.308  3.169  -0.137
C  -9.378  -1.404  -0.729  -0.502
C  -10.733  0.312  -0.260  -0.127
C  1.280  -2.199  -0.520  -0.306
C  7.653  4.379  -1.589  -0.116
C  10.880  2.493  -4.536  -0.139
C  3.100  -5.677  5.727  -0.134
C  -6.954  4.962  1.487  -0.129
C  -4.618  1.214  -0.874  -0.111
C  1.438  -2.953  2.073  -0.165
C  3.627  -5.489  -1.480  -0.656
C  -5.686  -1.556  -3.400  -0.515
C  -4.183  10.857  4.524  -0.135
C  -5.639  -3.529  0.957  -0.128
C  -4.891  -5.555  1.550  -0.545
C  4.657  -6.383  -0.627  -0.159
C  2.563  -4.692  -0.533  -0.166
C  -7.295  -3.092  -3.154  -0.141
C  4.151  -5.430  3.769  -0.533
C  0.794  -1.365  5.461  -0.536
C  7.619  -0.005  -4.316  -0.129
C  4.259  -4.743  5.896  -0.136
B  3.694  -1.543  -0.439  -0.816
H  9.370  5.070  -0.465  0.137
H  -6.541  -3.112  0.506  0.127
H  8.494  6.359  -1.322  0.135
H  5.319  -5.723  0.056  0.089
H  -2.108  -0.720  6.426  0.134
H  -4.969  -0.917  -0.860  0.107
H  -8.136  5.250  3.275  0.133
H  1.584  -5.301  -0.508  0.104
H  12.540  3.753  -5.115  0.137
H  -8.208  -2.591  -2.822  0.090
H  -6.351  4.161  1.052  0.126
H  1.074  -4.924  1.779  0.073
H  11.553  3.176  -6.478  0.139
H  1.769  -3.540  -2.186  0.143
H  2.189  -5.301  6.196  0.136
H  5.393  -6.865  -1.376  0.070
H  -0.835  0.469  6.783  0.133
H  -6.419  -3.684  -5.047  0.134
H  -4.697  1.184  -1.961  0.122
H  -5.254  11.035  4.659  0.133
H  -2.931  9.730  3.163  0.139
H  7.002  -0.028  -6.394  0.132
H  -9.850  0.492  1.708  0.142
H  -10.949  1.296  -0.680  0.137
H  -7.354  -4.149  -2.890  0.143
H  -8.816  1.084  0.390  0.117
H  8.378  0.731  -4.585  0.112
H  1.180  -2.236  2.959  0.115
H  6.726  4.749  -1.149  0.142
H  -1.108  0.898  4.443  0.137
H  8.051  -0.716  -3.606  0.143
H  -3.932  -3.264  -0.346  0.120
H  -11.638  -0.077  0.216  0.135
H  -4.663  9.691  2.766  0.120
H  7.849  3.373  -1.209  0.144
H  3.073  -4.597  0.485  0.097
H  -3.417  -0.425  -0.150  0.104
H  2.554  -3.009  1.844  0.109
H  11.162  2.657  -3.491  0.142
H  7.547  -1.604  -5.774  0.135
H  3.310  -6.680  6.112  0.129
H  4.253  -4.790  -2.127  0.097
H  -3.827  10.214  5.331  0.136
H  3.949  -3.695  5.940  0.124
H  -7.939  -2.773  -5.195  0.135
H  -5.201  -2.785  1.629  0.133
H  -5.155  -4.394  -0.969  0.127
H  4.149  -7.218  -0.029  0.081
H  4.856  -4.975  6.780  0.130
H  4.065  -2.181  0.513  0.105
H  -0.154  -1.693  1.148  0.130
H  4.304  -0.241  -1.796  0.034
H  -3.803  1.889  -0.596  0.144
H  -0.185  -3.518  0.651  0.128
H  -7.280  3.692  3.202  0.129
H  -1.565  -0.784  4.093  0.137
H  9.925  2.994  -4.730  0.090
H  -7.871  5.071  0.906  0.138

---

Entry 4:
The following is a DFT calculation (ωB97M-V/def2-TZVPD) of a single C2H3F2NO molecule in a non-equilibrium geometry.

Calculated values
HOMO-LUMO gap, eV: 10.48
Energy relative to the best compared isomer or geometry (same formula, charge and spin), eV: 2.188
Structure (SMILES): N[C@@H]1OC1(F)F
HOMO level, eV: -9.52

Each line ends with the natural charge from an NBO analysis.
Element x y z (Å)
F  -0.838  0.347  -1.753  -0.320
F  -0.389  2.256  -0.790  -0.305
O  -1.057  0.483  0.552  -0.526
N  0.707  -1.252  0.271  -0.830
C  0.375  0.060  0.555  0.138
C  -0.532  0.953  -0.605  0.894
H  0.566  -1.870  1.065  0.372
H  0.180  -1.613  -0.519  0.384
H  0.988  0.635  1.225  0.193

---

Entry 5:
The following is a DFT calculation (ωB97M-V/def2-TZVPD) of a 14-piece molecular cluster, CH29O14 overall in a non-equilibrium geometry.

Calculated values
HOMO-LUMO gap, eV: 9.18
Energy relative to the best compared isomer or geometry (same formula, charge and spin), eV: 0.582
Total charge: -1
HOMO level, eV: -6.45

Each line ends with the natural charge from an NBO analysis.
Element x y z (Å)
O  5.175  -11.697  -8.931  -0.989
O  8.188  -14.126  -12.183  -0.977
O  5.235  -12.001  -6.255  -0.996
O  9.382  -11.573  -11.853  -0.936
O  4.883  -14.661  -10.992  -0.974
O  5.900  -14.897  -7.694  -0.970
O  10.997  -13.037  -8.217  -0.962
O  8.945  -16.306  -7.136  -0.943
O  8.548  -10.009  -9.698  -0.968
O  7.609  -16.168  -9.967  -0.991
O  7.496  -10.119  -7.057  -0.951
O  7.043  -13.565  -9.764  -1.032
O  6.238  -11.575  -11.450  -0.975
O  10.436  -14.580  -10.460  -0.998
C  8.050  -13.155  -8.928  -0.230
H  8.850  -12.926  -9.560  0.118
H  7.925  -13.848  -11.290  0.488
H  4.397  -12.041  -9.317  0.486
H  8.791  -13.404  -12.441  0.473
H  4.589  -12.577  -5.956  0.465
H  10.365  -13.380  -8.883  0.493
H  6.377  -14.427  -8.350  0.479
H  5.143  -11.946  -7.225  0.495
H  6.876  -16.642  -10.397  0.469
H  8.467  -15.847  -7.787  0.483
H  9.862  -16.233  -7.353  0.460
H  10.606  -12.209  -7.976  0.456
H  9.960  -11.995  -11.215  0.487
H  5.571  -15.697  -8.120  0.465
H  9.675  -14.762  -11.065  0.513
H  5.592  -14.312  -10.455  0.497
H  11.006  -15.301  -10.508  0.472
H  6.008  -12.146  -9.128  0.515
H  7.943  -10.946  -6.725  0.470
H  8.803  -10.619  -10.400  0.476
H  4.285  -13.914  -11.165  0.462
H  6.593  -10.262  -6.839  0.489
H  8.391  -10.571  -8.939  0.469
H  7.281  -15.267  -9.898  0.483
H  9.897  -11.125  -12.471  0.478
H  6.470  -12.308  -10.905  0.478
H  6.008  -10.910  -10.802  0.468
H  7.659  -12.281  -8.432  0.142
H  8.356  -13.996  -8.348  0.163

---

| no. | E (Ha) |
| --- | --- |
| 1 | -753.45109 |
| 2 | -1667.53658 |
| 3 | -7423.09628 |
| 4 | -407.67593 |
| 5 | -1108.89247 |